# 1
96
Properties=species:S:1:pos:R:3:forces:R:3 method="wB97M-V/def2-TZVPD" e_tot_ha=-2652.52664 smiles="COCCCCc1ccc([PH2]=S)c2nc(N)c(CCCN)nc12.CN(C)C=O.CN(C)C=O.CN(C)C=O.CN(C)C=O" fmax_ha_per_bohr=0.014 spin_multiplicity=1
C 0.1672 -1.1086 0.7133 0.1 -0.2 0.0
O 0.7238 -0.6382 -0.4974 0.0 0.3 0.2
C 2.1259 -0.5062 -0.4682 0.3 0.1 0.0
C 2.6400 0.3379 -1.6421 0.0 -0.1 -0.1
C 1.7076 0.4300 -2.8588 0.1 0.0 -0.2
C 0.9115 1.7469 -3.0145 0.0 -0.3 0.2
C 0.3815 2.3183 -1.7347 0.0 -0.1 -0.2
C 1.0125 3.3494 -1.0945 0.3 0.2 0.0
C 0.5248 3.8736 0.1100 0.1 0.2 -0.1
C -0.6097 3.3697 0.6893 0.2 0.2 0.2
P -1.2197 4.1074 2.2007 -0.7 0.3 0.2
S -3.0599 4.7507 2.3302 0.2 -0.1 -0.1
C -1.2765 2.3044 0.0676 -0.2 -0.5 -0.3
N -2.3710 1.7626 0.6667 -0.1 0.0 0.1
C -2.9784 0.7906 0.0556 0.2 0.0 0.0
N -4.0524 0.1868 0.6989 -0.2 0.4 -0.3
C -2.5191 0.2848 -1.2248 0.1 0.1 0.1
C -3.2804 -0.8282 -1.8889 -0.1 0.2 -0.1
C -2.6021 -1.4637 -3.0940 -0.1 -0.2 -0.1
C -1.2952 -2.1756 -2.7735 0.0 -0.1 0.1
N -1.5692 -3.4467 -2.0735 0.1 0.1 0.0
N -1.4680 0.7926 -1.7879 -0.2 -0.1 0.0
C -0.7964 1.7999 -1.1539 -0.3 0.0 0.1
H -0.7894 -0.6115 0.8835 0.0 0.0 -0.1
H 0.8203 -0.8822 1.5611 0.0 0.0 0.0
H 0.0186 -2.1914 0.6785 0.0 0.0 0.0
H 2.4381 -0.0306 0.4713 -0.1 0.0 0.0
H 2.5977 -1.4940 -0.4873 -0.1 -0.2 0.0
H 3.5782 -0.1133 -1.9716 0.0 0.0 0.1
H 2.8985 1.3394 -1.2932 -0.1 0.0 0.0
H 2.3331 0.3522 -3.7509 -0.1 0.0 -0.1
H 1.0230 -0.4158 -2.8924 0.0 0.0 0.2
H 0.0553 1.5372 -3.6513 0.1 0.1 -0.2
H 1.5317 2.4897 -3.5130 -0.1 0.1 0.0
H 1.9026 3.7723 -1.5437 0.0 0.0 0.0
H 1.0427 4.7013 0.5775 0.0 0.0 0.0
H -0.8303 3.2326 3.2281 0.0 -0.1 0.0
H -0.2973 5.1487 2.3526 0.2 -0.1 0.1
H -4.4138 0.8065 1.4147 0.1 -0.1 0.1
H -4.8011 -0.0742 0.0714 0.1 -0.2 0.0
H -3.5252 -1.5882 -1.1419 0.0 0.0 0.0
H -4.2442 -0.4065 -2.2050 -0.1 -0.1 0.0
H -3.2833 -2.2243 -3.4856 0.0 0.1 -0.1
H -2.4669 -0.7245 -3.8858 0.1 0.1 0.1
H -0.7866 -2.4156 -3.7090 0.0 0.0 0.0
H -0.6263 -1.5307 -2.1998 -0.1 0.0 -0.1
H -1.7984 -3.2527 -1.1038 -0.1 0.0 0.0
H -0.7091 -3.9817 -2.0250 0.0 -0.1 0.0
C -3.0099 7.5351 5.8707 0.0 0.1 0.0
O -3.0524 8.6866 6.2610 0.0 0.0 0.0
N -2.7822 6.4754 6.6733 0.0 -0.1 0.0
C -2.7389 5.1223 6.1580 0.0 0.1 0.1
C -2.5756 6.7166 8.0893 0.0 0.0 -0.1
H -3.1539 7.2546 4.8140 0.0 0.0 0.0
H -3.5044 4.5015 6.6291 0.0 0.0 0.0
H -1.7606 4.6709 6.3452 0.0 0.0 0.0
H -2.9172 5.1434 5.0837 0.0 -0.1 0.0
H -3.4456 7.2057 8.5286 0.0 0.0 0.0
H -1.7146 7.3668 8.2488 0.0 0.0 0.0
H -2.4069 5.7646 8.5871 0.0 0.0 0.0
C 3.2845 -3.9563 0.9268 0.0 -0.1 -0.2
O 2.1082 -4.2553 0.7996 0.0 0.0 0.0
N 3.8439 -3.5112 2.0608 0.0 0.1 0.1
C 5.2536 -3.1907 2.1491 -0.1 0.0 0.1
C 3.0015 -3.3664 3.2355 0.0 0.0 0.0
H 4.0016 -4.0405 0.0926 0.0 0.0 0.0
H 5.7455 -3.8216 2.8908 0.0 0.0 0.0
H 5.3958 -2.1436 2.4240 0.0 0.0 0.0
H 5.7239 -3.3666 1.1842 0.0 0.0 0.0
H 2.5554 -4.3235 3.5063 0.0 0.0 0.0
H 2.1920 -2.6613 3.0429 0.0 0.0 0.0
H 3.6081 -3.0045 4.0617 0.0 0.0 0.0
C 3.8335 -7.3508 0.8818 0.0 0.1 0.0
O 4.8902 -7.2375 1.4775 0.0 0.0 0.0
N 3.1175 -8.4873 0.8073 0.0 -0.1 0.0
C 1.8583 -8.5502 0.0947 0.1 0.0 0.0
C 3.6294 -9.6745 1.4691 0.0 0.1 0.0
H 3.3643 -6.5119 0.3447 0.0 -0.1 0.0
H 1.0455 -8.8320 0.7669 0.0 0.0 0.0
H 1.9067 -9.2786 -0.7175 0.0 0.0 0.0
H 1.6342 -7.5715 -0.3249 0.0 0.0 0.0
H 3.7458 -9.4984 2.5387 0.0 0.0 0.0
H 4.6057 -9.9473 1.0680 0.0 0.0 0.0
H 2.9323 -10.4939 1.3119 0.0 0.0 0.0
C -0.4878 4.2039 -6.1185 0.0 0.0 0.1
O 0.4102 3.7519 -5.4349 0.0 0.0 -0.1
N -1.7744 3.8167 -6.0255 -0.1 0.0 0.0
C -2.8148 4.3870 -6.8546 0.0 -0.1 0.1
C -2.1181 2.7939 -5.0507 0.0 0.0 0.0
H -0.3224 4.9866 -6.8781 0.0 0.0 0.0
H -3.5785 4.8710 -6.2425 0.0 0.0 0.0
H -3.2934 3.6172 -7.4633 0.0 0.0 0.0
H -2.3801 5.1320 -7.5180 0.0 0.0 0.0
H -1.8553 3.1167 -4.0421 0.0 0.0 0.0
H -1.5775 1.8693 -5.2566 0.0 0.0 0.0
H -3.1878 2.6044 -5.1015 0.0 0.0 0.0

---

# 2
98
Properties=species:S:1:pos:R:3:forces:R:3 method="wB97M-V/def2-TZVPD" e_tot_ha=-4237.70502 charge=+1 fmax_ha_per_bohr=0.080 spin_multiplicity=1
C 2.8139 -2.1917 -3.1469 0.6 0.9 1.2
C 2.7143 -0.5996 -3.2652 0.1 3.5 -0.5
C 4.0046 0.2887 -3.4610 -3.6 1.8 0.3
C 3.8685 1.8351 -3.5300 -3.7 -1.5 0.5
C 2.4383 2.4710 -3.4235 1.7 -3.1 -0.1
N 1.2771 1.6109 -3.2730 4.0 -0.6 -0.3
C 1.3386 0.1652 -3.1899 2.5 0.9 0.3
P -0.2619 -0.8212 -3.0078 0.0 -1.3 -0.9
C -1.5361 0.0463 -4.1032 -0.2 1.4 -0.5
C -0.8262 -0.9733 -1.2095 -0.8 0.3 0.7
H 1.8743 -2.5947 -2.6377 1.3 0.5 -1.1
H 3.0801 -2.7170 -4.1242 -0.7 0.9 1.2
H 3.6864 -2.4056 -2.4139 -1.4 0.4 -1.2
H 5.0401 -0.1775 -3.5530 -1.7 0.6 0.2
H 4.7497 2.5677 -3.6396 -1.6 -1.5 0.2
H 2.2573 3.6076 -3.4683 0.3 -2.2 0.1
H 0.3651 2.0897 -3.2180 0.6 -0.7 0.0
H -1.7594 1.1343 -3.8158 0.1 -1.5 -0.3
H -2.5287 -0.5266 -4.1206 1.6 0.6 0.3
H -1.1317 0.0871 -5.1878 -0.5 -0.3 1.8
H -0.0755 -0.5505 -0.4568 -1.1 -0.6 -1.1
H -0.9958 -2.0999 -1.0044 0.5 1.9 -0.5
H -1.8544 -0.4532 -1.0989 1.7 -0.7 -0.1
C -0.1205 -3.1654 3.6920 0.1 -0.2 0.2
C 1.2458 -2.7631 4.2498 -0.1 0.1 0.2
C 2.1882 -2.5700 3.0603 0.4 -0.1 0.4
S 1.1577 -2.0904 1.6795 -0.2 -0.2 0.7
O 1.2049 -3.1375 0.6822 0.1 0.4 -0.3
O 1.4117 -0.7007 1.3530 0.2 -0.1 -0.6
C -0.3977 -2.2037 2.5449 -0.4 0.0 0.2
H -0.8997 -3.1152 4.4535 0.1 0.0 -0.2
H -0.0783 -4.1937 3.3178 -0.1 0.1 0.0
H 1.1513 -1.8221 4.8015 0.0 -0.1 -0.1
H 1.6354 -3.5113 4.9434 0.0 0.1 -0.1
H 2.9228 -1.7880 3.2523 -0.1 -0.1 -0.2
H 2.6953 -3.5000 2.7967 -0.1 0.1 -0.1
H -1.1761 -2.5559 1.8675 0.1 0.1 -0.1
H -0.6460 -1.2071 2.9182 0.0 0.0 -0.1
C 7.8969 -0.2004 2.4016 0.1 0.0 -0.2
C 6.4797 0.3565 2.2513 0.0 0.2 0.0
C 5.5047 -0.7712 2.5948 -0.3 0.4 -0.4
S 6.3642 -1.8434 3.7423 0.2 0.0 0.4
O 6.5700 -3.1247 3.1080 -0.2 0.2 0.2
O 5.7644 -1.7180 5.0513 0.0 -0.3 -0.4
C 7.9082 -0.9498 3.7272 0.4 0.2 -0.1
H 8.6479 0.5920 2.3826 -0.1 -0.1 0.0
H 8.1117 -0.8905 1.5790 0.0 0.0 0.1
H 6.3399 1.1893 2.9482 0.0 -0.1 -0.1
H 6.3004 0.7391 1.2438 0.0 0.0 0.1
H 4.5982 -0.3896 3.0658 0.1 -0.2 0.0
H 5.2461 -1.3592 1.7121 0.0 -0.1 0.2
H 8.7416 -1.6456 3.8203 -0.2 -0.1 0.1
H 7.9006 -0.2564 4.5712 -0.1 -0.1 0.0
C -6.4952 -0.9949 -4.0926 0.0 0.1 -0.1
C -6.3712 -2.0415 -5.2016 -0.2 0.1 -0.2
C -5.3794 -3.1032 -4.7219 0.1 0.0 -0.6
S -5.4796 -3.1106 -2.9353 -0.5 -0.4 0.0
O -4.2145 -2.6560 -2.4005 0.0 -0.1 0.1
O -6.1038 -4.3374 -2.4980 0.5 0.3 0.1
C -6.6620 -1.7813 -2.7990 -0.2 0.4 0.0
H -7.3370 -0.3208 -4.2635 0.1 0.0 0.0
H -5.5818 -0.3919 -4.0498 -0.1 0.0 0.0
H -7.3482 -2.5030 -5.3776 0.1 0.0 0.0
H -6.0456 -1.5953 -6.1439 0.0 -0.1 0.1
H -5.6339 -4.0931 -5.1022 0.2 0.0 0.2
H -4.3552 -2.8495 -5.0018 0.0 -0.1 0.1
H -6.4560 -1.1900 -1.9070 0.0 -0.2 0.0
H -7.6576 -2.2258 -2.7344 0.1 0.0 0.0
C -6.2716 -1.1280 4.2493 -0.1 0.2 -0.1
C -6.0181 -1.9750 3.0007 -0.2 -0.1 0.0
C -4.5039 -2.0477 2.7952 -0.2 -0.1 -0.6
S -3.7702 -1.8754 4.4184 -0.3 -0.2 0.2
O -3.0262 -0.6363 4.4578 0.2 -0.3 0.0
O -3.1873 -3.1382 4.8139 0.2 0.4 -0.1
C -5.3016 -1.6452 5.3035 -0.4 0.1 0.2
H -7.3073 -1.2027 4.5865 0.1 0.0 0.0
H -6.0616 -0.0758 4.0309 0.0 -0.1 0.1
H -6.4175 -2.9823 3.1568 0.0 0.1 0.0
H -6.5154 -1.5583 2.1219 0.1 -0.1 0.1
H -4.2021 -3.0019 2.3612 0.1 0.1 0.1
H -4.1446 -1.2258 2.1731 0.1 0.0 0.2
H -5.1532 -0.9496 6.1292 0.2 -0.1 0.0
H -5.6167 -2.6195 5.6840 0.1 0.1 0.0
C 1.5995 7.0250 -0.0202 -0.1 0.0 0.1
C 1.6420 5.9246 -1.0825 0.1 -0.2 0.1
C 1.2295 6.5560 -2.4139 -0.2 -0.7 0.0
S 1.6913 8.2825 -2.3134 0.3 0.6 -0.1
O 0.4891 9.0808 -2.3330 0.3 -0.2 -0.2
O 2.7973 8.5317 -3.2087 -0.5 0.0 0.1
C 2.3053 8.2245 -0.6393 0.1 -0.1 0.5
H 2.0814 6.7112 0.9080 -0.1 0.0 -0.1
H 0.5591 7.2785 0.2074 0.1 0.0 0.0
H 2.6621 5.5329 -1.1606 -0.1 0.1 0.0
H 0.9885 5.0875 -0.8239 0.1 0.1 0.0
H 1.7449 6.0927 -3.2566 -0.1 0.3 -0.1
H 0.1496 6.5034 -2.5641 0.1 0.2 0.0
H 2.0856 9.1623 -0.1300 0.0 0.0 -0.2
H 3.3850 8.0651 -0.6854 -0.1 0.1 -0.1

---

# 3
86
Properties=species:S:1:pos:R:3:forces:R:3 method="wB97M-V/def2-TZVPD" e_tot_ha=-2805.15884 charge=+1 fmax_ha_per_bohr=0.025 spin_multiplicity=5
Ho -0.1119 0.0288 0.4851 0.4 0.0 0.8
C -2.0979 1.6356 0.1969 -0.4 -0.9 0.2
C -2.3168 0.6991 -0.8665 -0.2 -0.2 1.2
C -2.4936 -0.4431 1.1370 -0.3 0.9 -0.5
C -2.2413 0.9369 1.4369 -0.7 -0.6 -0.9
C -2.5379 -0.5943 -0.2851 0.0 1.1 0.3
C -1.9756 3.1135 0.0459 0.1 0.6 0.0
H -1.5671 3.3974 -0.9343 -0.1 -0.1 0.2
H -1.3168 3.5495 0.8126 -0.2 -0.1 -0.2
H -2.9589 3.6073 0.1479 0.4 -0.2 -0.1
C -2.3477 1.5416 2.7882 0.0 0.0 0.4
H -1.9324 2.5566 2.7965 -0.1 -0.2 0.1
H -1.8115 0.9400 3.5302 -0.2 0.2 -0.1
H -3.4065 1.5836 3.0980 0.4 0.1 -0.1
C -2.8425 -1.4936 2.1319 0.0 -0.4 0.4
H -3.9324 -1.6507 2.1804 0.3 0.0 -0.1
H -2.5119 -1.2003 3.1328 -0.1 -0.1 -0.2
H -2.3725 -2.4632 1.9053 -0.2 0.2 0.0
C -3.0140 -1.8025 -1.0106 -0.1 -0.5 -0.3
H -4.1166 -1.8395 -1.0550 0.4 0.1 0.0
H -2.6841 -2.7253 -0.5191 -0.1 0.2 -0.1
H -2.6365 -1.8228 -2.0404 -0.1 0.0 0.2
C -2.6183 1.0971 -2.2585 0.1 0.2 -0.9
H -3.6044 1.5864 -2.3550 0.3 -0.2 0.2
H -2.6043 0.2399 -2.9356 -0.1 0.2 0.2
H -1.8775 1.8053 -2.6396 -0.3 0.0 0.0
C 1.5454 0.4436 -3.0514 -0.4 0.5 -0.1
C 0.5168 1.2850 -3.2298 0.6 -0.1 0.4
C -0.1102 1.5277 -4.5686 -0.2 0.5 -0.3
C -1.0083 0.4080 -5.1849 -0.4 0.2 -0.2
C -1.0913 -0.9021 -4.4518 0.1 -0.6 -0.3
C -0.0370 -1.7072 -4.2872 -0.4 0.0 -0.2
C 1.3108 -1.4100 -4.8812 0.2 -0.3 -0.1
C 2.1658 -0.3114 -4.1885 0.6 -0.2 0.0
H 0.6710 1.7494 -5.3150 -0.1 0.0 0.4
H -0.6397 0.2491 -6.2111 -0.2 -0.1 0.3
H -0.7310 2.4348 -4.4935 0.3 -0.2 -0.1
H 2.4694 0.3917 -4.9822 0.0 -0.1 0.4
H 2.0437 0.3496 -2.0783 -0.3 0.1 -0.1
H 0.1658 1.9183 -2.4052 0.2 -0.4 -0.1
H 3.0856 -0.7889 -3.8189 -0.2 0.3 -0.2
H 1.8954 -2.3430 -4.8726 -0.2 0.3 -0.1
H -0.1337 -2.6762 -3.7884 -0.2 0.3 -0.2
H 1.2082 -1.1180 -5.9387 -0.2 -0.2 0.3
H -2.0295 0.8083 -5.2810 0.4 -0.1 0.0
H -2.0992 -1.2322 -4.1672 0.6 0.0 0.1
P 1.8950 2.1269 0.4307 0.6 0.6 0.3
C 1.7484 3.0724 1.9979 -0.2 0.0 0.1
H 2.5757 3.7957 2.0541 -0.3 -0.2 0.0
H 1.7886 2.4015 2.8702 0.0 0.2 -0.4
H 0.7947 3.6177 2.0183 0.2 -0.1 0.1
C 3.6168 1.5088 0.6194 0.0 -0.3 -0.1
H 4.2410 2.2917 1.0770 -0.2 -0.3 -0.2
H 4.0254 1.2471 -0.3662 -0.1 0.1 0.2
H 3.6318 0.6121 1.2559 0.0 0.3 -0.2
C 2.1669 3.4755 -0.7744 -0.1 0.1 -0.2
H 2.5336 3.0587 -1.7201 -0.1 0.1 0.2
H 2.8999 4.1933 -0.3811 -0.2 -0.2 -0.1
H 1.2231 3.9978 -0.9741 0.2 -0.1 0.0
P 0.9977 -2.5517 -0.1367 0.1 -1.0 -0.2
C -0.1050 -3.7552 -0.9737 -0.1 0.0 -0.1
H 0.4794 -4.6154 -1.3344 -0.2 0.2 0.2
H -0.6072 -3.2768 -1.8276 0.2 -0.2 0.3
H -0.8728 -4.1114 -0.2720 0.2 0.1 -0.2
C 2.5084 -2.6912 -1.1642 0.2 0.2 -0.1
H 2.2518 -2.6347 -2.2318 0.1 0.0 0.3
H 3.0130 -3.6481 -0.9578 -0.2 0.3 -0.1
H 3.2000 -1.8701 -0.9267 -0.1 -0.3 -0.1
C 1.5007 -3.5135 1.3439 -0.1 0.0 0.1
H 1.6694 -4.5633 1.0675 0.0 0.3 0.0
H 0.7112 -3.4744 2.1039 0.3 0.0 -0.2
H 2.4254 -3.1019 1.7651 -0.3 -0.1 -0.1
C 2.3524 -0.6388 3.7710 0.2 -0.1 0.0
C 0.8469 -0.3864 3.8043 -0.1 -0.1 -0.5
C 0.1692 -1.6237 4.3789 -0.2 -0.2 0.1
C 0.4999 0.8399 4.6621 0.0 0.2 0.3
O 0.4098 -0.1866 2.4632 0.3 -0.1 -0.5
H 2.7325 -0.8780 4.7740 0.0 0.1 -0.3
H 2.8865 0.2318 3.3769 0.0 0.0 0.2
H 2.5739 -1.4872 3.1101 -0.1 0.2 0.2
H 0.6058 -1.8758 5.3523 -0.2 0.0 -0.1
H -0.9039 -1.4580 4.5083 0.1 0.0 0.1
H 0.2857 -2.4827 3.7124 0.1 0.1 0.2
H 1.3740 1.1954 5.2166 -0.1 -0.1 0.0
H 0.1292 1.6777 4.0626 0.2 -0.3 0.0
H -0.2851 0.5911 5.3882 0.2 0.2 -0.1